1.
C16H17N | the ωB97M-V functional and the def2-TZVPD basis

Values from the calculation:
Frontier orbital gap, hartree: 0.3223
LUMO, eV: 0.88
SMILES: Cc1c[nH]c2ccccc12.Cc1ccccc1
HOMO, eV: -7.89
Energy relative to the best compared isomer or geometry (same formula, charge and spin), kcal per mole: 14.51
Strongest force on any atom, eV/Å: 1.699

Atoms and positions in Å:
C: -0.57 0.57 -4.01
C: -1.70 0.50 -1.68
C: -1.61 0.95 -3.00
C: -2.59 1.12 -0.82
C: -3.47 2.10 -1.20
C: -2.54 1.92 -3.39
C: -3.45 2.50 -2.55
H: -1.02 -0.30 -1.42
H: -2.54 0.86 0.23
H: -1.02 -0.12 -4.74
H: 0.28 0.09 -3.55
H: -4.25 2.50 -0.56
H: -2.53 2.21 -4.44
H: -4.06 3.33 -2.90
H: -0.28 1.42 -4.64
C: -0.89 -2.20 0.84
C: 1.18 -0.89 1.70
C: 0.56 -2.10 1.25
C: 2.53 -1.17 1.91
C: 1.54 -3.03 1.16
C: 0.73 0.44 1.80
C: 1.65 1.37 2.20
C: 2.95 1.02 2.65
C: 3.41 -0.26 2.52
N: 2.74 -2.47 1.59
H: -0.25 0.80 1.53
H: 1.44 2.44 2.16
H: 3.48 1.88 3.03
H: -1.09 -3.20 0.43
H: -1.08 -1.52 0.01
H: 1.53 -4.07 0.88
H: 3.66 -2.88 1.61
H: 4.35 -0.57 2.87
H: -1.48 -1.98 1.73

---

2.
C2H9NO2 | the ωB97M-V functional and the def2-TZVPD basis

Values from the calculation:
Frontier orbital gap, hartree: 0.3688
LUMO, eV: 0.90
SMILES: CNCO.O
HOMO, eV: -9.13
Energy relative to the best compared isomer or geometry (same formula, charge and spin), kcal per mole: 11.47
Strongest force on any atom, eV/Å: 2.115

Atoms and positions in Å:
C: -0.93 -1.34 -0.29
N: -0.28 -0.75 0.88
C: -0.51 0.60 1.19
O: 0.19 1.54 0.36
H: -1.90 -0.93 -0.58
H: -1.17 -2.38 -0.03
H: -0.27 -1.31 -1.16
H: 0.57 -1.16 1.21
H: -1.54 0.97 1.16
H: -0.18 0.81 2.23
H: 1.11 1.28 0.26
H: 1.87 1.64 -2.03
H: 1.13 0.32 -1.39
O: 1.90 0.71 -1.81

---

3.
C6H10B2Cl5F3Mg2NaO6P | the ωB97M-V functional and the def2-TZVPD basis

Values from the calculation:
Frontier orbital gap, hartree: 0.0390
LUMO, eV: -10.92
Net charge: +2
HOMO, eV: -11.98
Strongest force on any atom, eV/Å: 3.742

Atoms and positions in Å:
C: -0.06 4.78 0.06
B: -0.49 3.67 1.04
C: 0.06 2.18 0.97
C: 1.38 2.04 1.74
F: 0.17 1.66 -0.30
P: -1.81 4.10 2.43
O: -1.26 3.30 3.91
Cl: -3.45 2.77 1.88
H: -0.87 5.49 -0.12
H: 0.71 5.37 0.57
H: 0.32 4.42 -0.89
H: -0.74 1.50 1.45
H: 2.20 2.12 1.03
H: 1.45 1.10 2.28
H: 1.45 2.84 2.48
H: -1.55 2.41 4.07
O: -4.08 4.37 5.16
H: -3.86 4.23 4.23
C: 1.86 -1.39 -0.77
Cl: 2.68 -1.14 0.73
Cl: 3.02 -1.03 -2.23
Cl: 1.24 -2.97 -1.01
H: 1.07 -0.65 -0.88
Mg: -1.49 1.24 2.94
Cl: 0.35 5.11 3.16
B: 0.67 -5.85 -3.79
O: 0.35 -5.47 -2.31
C: -0.91 -5.09 -2.21
O: -1.38 -4.76 -1.15
C: -1.57 -5.19 -3.63
O: -2.70 -4.91 -3.85
O: -0.63 -5.62 -4.45
F: 1.06 -7.16 -3.78
F: 1.66 -5.00 -4.23
Na: 0.68 -6.59 -0.48
Mg: 4.46 -1.89 -4.05

---

4.
C5H6O3 | the ωB97M-V functional and the def2-TZVPD basis

Values from the calculation:
Frontier orbital gap, hartree: 0.3637
LUMO, eV: 0.82
HOMO, eV: -9.08
Energy relative to the best compared isomer or geometry (same formula, charge and spin), kcal per mole: 117.23
Strongest force on any atom, eV/Å: 4.925

Atoms and positions in Å:
C: -1.05 -0.32 -1.28
C: -2.18 -0.25 -0.74
C: 0.31 0.89 0.35
C: 2.53 -0.05 0.26
C: -3.15 -0.19 0.12
O: 0.16 0.08 -0.77
O: -3.98 0.87 0.24
O: 1.55 0.82 0.69
H: -0.88 -0.65 -2.23
H: 3.30 0.09 1.05
H: 2.89 0.29 -0.74
H: 2.19 -1.18 0.35
H: -3.46 -0.95 0.75
H: -3.60 1.59 -0.12

---

5.
C25H63BNO14 | the ωB97M-V functional and the def2-TZVPD basis

Values from the calculation:
Frontier orbital gap, hartree: 0.2135
LUMO, eV: 1.74
Net charge: -1
HOMO, eV: -4.07
Strongest force on any atom, eV/Å: 2.255

Atoms and positions in Å:
C: 3.99 -3.60 0.58
C: 4.02 -3.59 -0.63
C: 4.24 -3.18 -2.10
C: 2.86 -3.31 -2.87
O: 2.17 -2.20 -2.28
B: 3.15 -1.20 -1.73
C: 2.76 0.24 -2.42
C: 1.72 1.05 -1.60
C: 0.38 0.29 -1.50
N: -0.56 0.93 -0.57
C: -1.50 -0.04 -0.01
C: -2.21 -0.73 -1.22
C: -2.74 0.11 -2.22
C: -3.35 -0.48 -3.35
C: -3.40 -1.90 -3.42
C: -2.87 -2.73 -2.41
C: -2.26 -2.13 -1.29
O: -1.66 -2.86 -0.25
O: 4.44 -1.80 -2.16
H: 3.98 -3.44 1.65
H: 5.01 -3.81 -2.59
H: 2.96 -2.98 -3.93
H: 2.27 -4.23 -2.70
H: 3.08 -1.03 -0.52
H: 3.70 0.85 -2.45
H: 2.44 0.08 -3.48
H: 1.51 1.98 -2.18
H: 2.07 1.32 -0.58
H: -0.07 0.32 -2.53
H: 0.49 -0.79 -1.24
H: -0.10 1.49 0.14
H: -2.24 0.41 0.68
H: -0.88 -0.82 0.50
H: -2.62 1.20 -2.08
H: -3.73 0.17 -4.14
H: -3.87 -2.33 -4.32
H: -2.92 -3.82 -2.53
H: -2.27 -2.76 0.49
C: -0.92 -6.29 -0.43
O: -2.31 -5.97 -0.52
H: -0.81 -7.27 0.02
H: -0.48 -6.31 -1.44
H: -0.41 -5.55 0.18
H: -2.37 -5.10 -0.92
C: -0.52 4.06 -1.33
O: 0.46 4.30 -2.34
H: -1.24 3.34 -1.70
H: -0.03 3.65 -0.44
H: -1.03 4.99 -1.09
H: 1.09 4.94 -1.99
C: -3.77 6.80 0.22
O: -3.50 5.60 -0.48
H: -2.84 7.34 0.37
H: -4.46 7.42 -0.36
H: -4.22 6.57 1.19
H: -4.33 5.14 -0.60
C: 0.90 0.87 2.90
O: 0.14 1.82 2.16
H: 1.62 0.40 2.24
H: 1.43 1.37 3.71
H: 0.23 0.11 3.31
H: -0.48 2.22 2.77
C: 3.57 3.87 -3.91
O: 2.55 4.82 -4.19
H: 4.53 4.31 -4.16
H: 3.57 3.60 -2.85
H: 3.42 2.97 -4.52
H: 1.71 4.40 -3.95
C: -1.12 5.94 2.23
O: -0.15 6.19 1.22
H: -1.85 5.22 1.85
H: -0.63 5.54 3.12
H: -1.63 6.88 2.48
H: 0.48 6.82 1.58
C: 1.86 -6.64 2.04
O: 1.65 -6.40 0.66
H: 1.00 -7.18 2.44
H: 2.76 -7.24 2.19
H: 1.97 -5.69 2.58
H: 2.42 -5.92 0.33
C: -1.30 0.10 6.17
O: -1.04 1.50 6.03
H: -1.30 -0.35 5.18
H: -0.51 -0.36 6.77
H: -2.27 -0.05 6.64
H: -1.04 1.87 6.91
C: -0.35 -2.58 -5.24
O: -1.11 -1.64 -5.99
H: 0.32 -3.12 -5.92
H: 0.25 -2.07 -4.48
H: -1.02 -3.30 -4.75
H: -1.68 -1.18 -5.37
C: -2.09 -5.14 3.18
O: -1.10 -4.41 3.90
H: -2.96 -5.29 3.82
H: -2.39 -4.57 2.29
H: -1.69 -6.11 2.88
H: -0.35 -4.29 3.32
C: 0.84 4.71 5.44
O: 1.09 6.11 5.30
H: 0.83 4.26 4.45
H: 1.62 4.25 6.05
H: -0.14 4.56 5.91
H: 1.09 6.48 6.19

---

6.
C4H8 | the ωB97M-V functional and the def2-TZVPD basis

Values from the calculation:
Frontier orbital gap, hartree: 0.3763
LUMO, eV: 1.11
SMILES: C=C(C)C
HOMO, eV: -9.13
Energy relative to the best compared isomer or geometry (same formula, charge and spin), kcal per mole: 18.06
Strongest force on any atom, eV/Å: 4.879

Atoms and positions in Å:
C: -0.90 -0.60 0.99
C: 0.10 -0.09 -0.01
C: 1.24 -0.70 -0.27
C: -0.27 1.27 -0.66
H: -1.45 0.16 1.41
H: -0.48 -1.47 1.58
H: -1.68 -0.96 0.23
H: 1.95 -0.21 -0.97
H: 1.73 -1.60 0.11
H: 0.67 1.78 -1.07
H: -0.90 1.90 -0.01
H: -0.83 1.13 -1.60

---

7.
C7H10N2 | the ωB97M-V functional and the def2-TZVPD basis

Values from the calculation:
Frontier orbital gap (alpha / beta), hartree: 0.2490 / 0.2993
LUMO (alpha / beta), eV: -0.22 / 0.02
HOMO (alpha / beta), eV: -7.00 / -8.13
Energy relative to the best compared isomer or geometry (same formula, charge and spin), kcal per mole: 117.64
Strongest force on any atom, eV/Å: 1.445

Atoms and positions in Å:
C: 1.98 1.44 -1.63
C: 1.15 2.72 -1.71
C: -0.55 -0.92 -0.29
C: -0.15 -0.05 0.88
C: 0.42 0.18 -0.46
C: -1.92 -0.77 -0.91
C: 0.73 -0.52 2.01
N: 1.53 0.42 -1.05
N: 0.03 2.83 -1.24
H: 3.00 1.44 -1.99
H: 1.74 3.50 -2.21
H: -0.14 -1.93 -0.35
H: -0.89 0.68 1.18
H: -2.53 -1.65 -0.70
H: -1.85 -0.65 -1.99
H: -2.42 0.11 -0.50
H: 1.52 -1.17 1.65
H: 0.14 -1.07 2.75
H: 1.18 0.34 2.50

---

8.
C6H11NO | the ωB97M-V functional and the def2-TZVPD basis

Values from the calculation:
Frontier orbital gap, hartree: 0.3269
LUMO, eV: 0.93
HOMO, eV: -7.96
Energy relative to the best compared isomer or geometry (same formula, charge and spin), kcal per mole: 104.32
Strongest force on any atom, eV/Å: 4.799

Atoms and positions in Å:
C: -1.75 -0.88 0.15
C: -3.25 -0.75 -0.21
C: -3.11 0.72 0.26
C: 1.89 -1.02 0.50
C: 3.28 0.61 -0.71
C: 2.14 0.45 0.19
N: -1.74 0.38 0.43
O: 1.43 1.37 0.59
H: -3.48 -0.97 -1.24
H: -3.90 -1.43 0.48
H: -3.28 1.43 -0.49
H: -3.63 1.10 1.08
H: 2.84 -1.48 0.89
H: 1.45 -1.46 -0.50
H: 1.18 -1.02 1.18
H: 3.05 0.99 -1.77
H: 3.74 -0.41 -0.86
H: 4.03 1.40 -0.38
H: -0.89 0.98 0.40

---

9.
C3H7ClNOP | the ωB97M-V functional and the def2-TZVPD basis

Values from the calculation:
Frontier orbital gap, hartree: 0.3819
LUMO, eV: 0.69
SMILES: C=CC[P@@](N)(=O)Cl
HOMO, eV: -9.70
Energy relative to the best compared isomer or geometry (same formula, charge and spin), kcal per mole: 0.40
Strongest force on any atom, eV/Å: 5.724

Atoms and positions in Å:
C: 2.19 0.21 0.12
C: 1.19 -0.27 0.85
C: -0.14 0.46 0.90
N: -0.99 -0.23 -1.54
O: -1.84 -1.68 0.48
P: -1.61 -0.33 -0.01
Cl: -3.07 0.88 -0.01
H: 3.06 -0.39 -0.05
H: 2.32 1.21 -0.20
H: 1.11 -1.28 1.20
H: 0.04 1.53 0.50
H: -0.40 0.54 1.92
H: -0.39 -0.99 -1.99
H: -1.45 0.35 -2.19

---

10.
C3H7N | the ωB97M-V functional and the def2-TZVPD basis

Values from the calculation:
Frontier orbital gap, hartree: 0.3848
LUMO, eV: 1.27
SMILES: NC1CC1
HOMO, eV: -9.20
Energy relative to the best compared isomer or geometry (same formula, charge and spin), kcal per mole: 18.09
Strongest force on any atom, eV/Å: 2.156

Atoms and positions in Å:
C: 0.28 -0.08 0.41
C: -0.94 -0.74 -0.20
C: -0.80 0.78 -0.13
H: 2.09 0.83 0.03
H: 2.05 -0.91 -0.13
H: 0.34 -0.10 1.48
H: -0.91 -1.17 -1.19
H: -1.49 -1.22 0.58
H: -1.45 1.31 0.48
H: -0.68 1.32 -1.05
N: 1.53 -0.02 -0.28

---

11.
C12H29LiO4 | the ωB97M-V functional and the def2-TZVPD basis

Values from the calculation:
Frontier orbital gap, hartree: 0.1533
LUMO, eV: 4.79
Net charge: -2
HOMO, eV: 0.62
Energy relative to the best compared isomer or geometry (same formula, charge and spin), kcal per mole: 0.00
Strongest force on any atom, eV/Å: 3.825

Atoms and positions in Å:
Li: -0.46 0.00 -0.62
C: 0.43 3.31 -2.94
C: -0.20 2.51 -1.73
C: -0.44 3.44 -0.48
O: -1.25 1.57 -1.87
H: 0.53 2.73 -3.85
H: 1.43 3.67 -2.68
H: -0.15 4.18 -3.25
H: 0.66 1.90 -1.44
H: -0.93 2.99 0.37
H: -1.05 4.28 -0.82
H: 0.50 3.93 -0.23
C: 1.82 -1.24 -2.43
C: 1.19 -2.47 -1.81
C: 2.24 -3.31 -1.14
O: -0.07 -2.15 -1.28
H: 0.98 -0.83 -2.99
H: 2.71 -1.45 -3.03
H: 2.21 -0.44 -1.79
H: 0.95 -3.12 -2.66
H: 1.85 -4.28 -0.82
H: 2.78 -2.85 -0.31
H: 3.01 -3.67 -1.82
C: -2.75 0.80 1.46
C: -3.01 -0.57 0.89
C: -4.33 -1.08 1.35
O: -2.81 -0.67 -0.50
H: -3.25 0.85 2.43
H: -3.27 1.55 0.87
H: -1.70 0.98 1.69
H: -2.29 -1.22 1.39
H: -4.55 -2.13 1.19
H: -5.14 -0.46 0.96
H: -4.38 -0.90 2.42
C: 2.87 -0.52 1.82
C: 1.34 -0.54 1.65
C: 0.55 -0.85 2.91
O: 0.79 0.61 1.03
H: 3.12 -0.20 2.83
H: 3.27 0.10 1.02
H: 3.38 -1.48 1.90
H: 1.26 -1.39 0.97
H: 0.77 -1.82 3.35
H: -0.51 -0.88 2.64
H: 0.73 -0.24 3.79
H: 1.16 1.34 1.53

---

12.
C16H16GaNO13P2S2 | the ωB97M-V functional and the def2-TZVPD basis

Values from the calculation:
Frontier orbital gap, hartree: 0.2548
LUMO, eV: 4.29
Net charge: -2
HOMO, eV: -2.64
Energy relative to the best compared isomer or geometry (same formula, charge and spin), kcal per mole: 10.22
Strongest force on any atom, eV/Å: 1.853

Atoms and positions in Å:
Ga: -0.92 1.64 0.35
C: -2.29 -5.02 0.85
C: -1.94 -3.68 1.45
C: -2.77 -2.58 1.28
C: -2.41 -1.35 1.79
C: -1.21 -1.21 2.47
C: -0.40 -2.30 2.69
C: -0.75 -3.53 2.16
S: -0.73 0.38 3.18
O: -1.33 0.34 4.51
O: 0.71 0.46 3.20
N: -1.33 1.59 2.33
C: -2.64 2.05 2.68
C: -3.54 2.08 1.43
O: -4.74 2.26 1.56
O: -2.93 1.89 0.32
H: -3.28 -5.00 0.40
H: -2.26 -5.80 1.61
H: -1.56 -5.27 0.08
H: -3.69 -2.69 0.74
H: -3.04 -0.49 1.63
H: 0.52 -2.16 3.23
H: -0.10 -4.39 2.28
H: -2.59 3.09 3.05
H: -3.09 1.43 3.45
O: 1.76 2.82 2.70
P: 1.83 2.73 1.12
O: 2.85 3.63 0.56
O: 0.41 2.94 0.56
O: 2.27 1.19 0.88
P: 1.55 -0.10 0.29
O: 1.97 -1.24 1.35
O: 2.10 -0.48 -1.03
O: 0.03 0.01 0.40
H: 1.29 2.02 3.01
H: 2.59 -1.79 0.86
O: 3.89 -0.22 -5.92
C: 3.92 0.84 -5.05
O: 4.95 1.48 -4.95
C: 2.68 1.09 -4.31
C: 2.71 1.82 -3.12
C: 1.57 2.04 -2.38
C: 0.34 1.53 -2.81
S: -1.19 1.77 -1.96
C: 0.30 0.85 -4.03
C: 1.43 0.63 -4.76
H: 3.07 -0.70 -5.81
H: 3.66 2.19 -2.75
H: 1.63 2.62 -1.47
H: -0.66 0.49 -4.38
H: 1.34 0.12 -5.72

---

13.
C21H33N3O2PtSSi2 | the ωB97M-V functional and the def2-TZVPD basis

Values from the calculation:
Frontier orbital gap, hartree: 0.2445
LUMO, eV: -8.16
Net charge: +2
HOMO, eV: -14.81
Strongest force on any atom, eV/Å: 0.594

Atoms and positions in Å:
Pt: -0.59 -0.47 -0.59
O: -4.13 1.10 0.17
C: -3.10 0.49 0.20
O: -2.20 0.58 -0.78
C: -2.71 -0.44 1.32
C: -3.52 -0.55 2.44
C: -3.16 -1.45 3.41
C: -2.05 -2.29 3.21
C: -1.70 -3.30 4.14
C: -0.67 -4.15 3.88
C: 0.04 -4.05 2.66
C: -0.26 -3.07 1.75
C: -1.30 -2.16 2.01
N: -1.62 -1.17 1.12
H: -4.40 0.08 2.51
H: -3.74 -1.54 4.32
H: -2.28 -3.38 5.05
H: -0.41 -4.93 4.59
H: 0.81 -4.77 2.44
H: 0.25 -3.03 0.81
C: 0.47 3.35 -2.88
N: -0.82 2.72 -3.12
C: -1.94 3.48 -3.68
C: -3.06 2.43 -3.78
N: -2.29 1.19 -3.63
C: -1.08 1.43 -3.15
S: 0.04 0.13 -2.73
H: 0.83 3.79 -3.81
H: 1.18 2.61 -2.53
H: 0.36 4.14 -2.14
H: -1.65 3.88 -4.66
H: -2.20 4.31 -3.03
H: -3.57 2.45 -4.74
H: -3.78 2.51 -2.97
H: -2.71 0.27 -3.56
C: 2.97 2.17 -0.02
Si: 1.60 1.49 1.04
C: 2.14 1.28 2.80
C: 0.05 2.53 0.94
C: 0.96 -0.27 0.54
Si: 2.05 -1.59 -0.75
C: 3.02 -2.20 0.72
C: 3.14 -0.61 -1.88
C: 1.22 -2.97 -1.69
H: 3.14 3.21 0.29
H: 2.73 2.19 -1.09
H: 3.90 1.64 0.12
H: 2.53 2.22 3.20
H: 2.94 0.54 2.91
H: 1.31 0.97 3.44
H: 0.29 3.52 1.34
H: -0.75 2.11 1.56
H: -0.33 2.65 -0.07
H: 0.86 -0.86 1.46
H: 3.46 -1.40 1.30
H: 3.84 -2.78 0.28
H: 2.46 -2.86 1.39
H: 3.85 0.00 -1.33
H: 2.61 0.01 -2.60
H: 3.72 -1.34 -2.46
H: 0.44 -3.52 -1.16
H: 2.03 -3.68 -1.91
H: 0.81 -2.65 -2.65

---

14.
C2H4N2O | the ωB97M-V functional and the def2-TZVPD basis

Values from the calculation:
Frontier orbital gap, hartree: 0.3804
LUMO, eV: 0.48
SMILES: C=NC(N)=O
HOMO, eV: -9.87
Energy relative to the best compared isomer or geometry (same formula, charge and spin), kcal per mole: 16.60
Strongest force on any atom, eV/Å: 6.246

Atoms and positions in Å:
C: -0.65 0.61 -1.40
C: -0.20 -0.31 0.69
N: -0.11 0.74 -0.26
N: 1.08 -0.47 1.21
O: -1.20 -0.99 0.89
H: -0.92 1.54 -2.03
H: -1.00 -0.37 -1.70
H: 1.65 0.28 0.70
H: 1.37 -1.03 1.90

---

15.
C4H9NOP | the ωB97M-V functional and the def2-TZVPD basis

Values from the calculation:
Frontier orbital gap, hartree: 0.3503
LUMO, eV: -4.26
Net charge: +1
HOMO, eV: -13.80
Energy relative to the best compared isomer or geometry (same formula, charge and spin), kcal per mole: 64.03
Strongest force on any atom, eV/Å: 2.959

Atoms and positions in Å:
C: -1.60 1.13 -0.67
C: 1.05 -0.09 -0.03
C: 0.08 -2.16 1.05
C: 0.36 -1.32 -0.18
N: -0.41 1.48 -0.56
O: 1.99 0.50 0.24
P: 0.36 3.01 -0.78
H: -2.38 1.89 -0.72
H: -1.84 0.01 -0.63
H: -0.65 -1.48 1.62
H: 0.96 -2.37 1.68
H: -0.18 -3.23 0.69
H: -0.69 -1.15 -0.60
H: 0.90 -1.89 -0.94
H: 1.81 2.47 -0.74
H: 0.24 3.20 0.55

---

16.
C14H21MoNP | the ωB97M-V functional and the def2-TZVPD basis

Values from the calculation:
Frontier orbital gap (alpha / beta), hartree: 0.2307 / 0.2740
LUMO (alpha / beta), eV: -3.01 / -3.31
Net charge: +1
Spin multiplicity: 3
HOMO (alpha / beta), eV: -9.28 / -10.77
Energy relative to the best compared isomer or geometry (same formula, charge and spin), kcal per mole: 5.48
Strongest force on any atom, eV/Å: 3.128

Atoms and positions in Å:
C: -1.21 0.00 -1.12
C: -0.14 -0.14 -2.07
C: 0.38 -1.46 -2.29
C: 0.67 -2.29 -1.21
C: 0.42 -1.95 0.11
Mo: 0.38 -0.04 -0.05
P: 0.53 2.44 0.74
H: -2.16 0.49 -1.33
H: 0.12 0.69 -2.74
H: 0.51 -1.81 -3.33
H: 0.52 -2.62 0.95
H: 1.15 -3.25 -1.47
H: -0.59 2.97 1.44
H: 0.55 3.43 -0.28
H: 1.52 3.02 1.57
C: 1.41 -1.59 4.62
N: 1.39 -0.11 4.73
C: 2.70 0.42 5.19
C: 0.92 0.57 3.45
C: -0.45 0.09 3.07
C: -1.42 -0.01 4.08
C: -2.66 -0.59 3.82
C: -2.96 -1.05 2.53
C: -2.04 -0.85 1.50
C: -0.80 -0.25 1.75
H: 2.08 -1.86 3.80
H: 0.40 -1.96 4.42
H: 1.77 -1.99 5.57
H: 0.70 0.14 5.46
H: 3.46 0.16 4.44
H: 2.63 1.50 5.30
H: 2.94 -0.04 6.15
H: 0.90 1.64 3.70
H: 1.71 0.42 2.70
H: -1.22 0.38 5.10
H: -3.40 -0.69 4.62
H: -3.92 -1.54 2.30
H: -2.30 -1.15 0.48